Entry 1:
# C2H4N2O2

One molecule with the formula C2H4N2O2 at a distorted geometry (the ωB97M-V functional and the def2-TZVPD basis, the Open Molecules 2025 dataset).

## Properties
Calculated total energy = -9214.2793 eV
HOMO level = -10.40 eV
SMILES = NC(=O)NC=O
Energy relative to the best compared isomer or geometry (same formula, charge and spin) = 0.944 eV
Orbital gap = 11.1 eV

```
10
Properties=species:S:1:pos:R:3:forces:R:3:nbo_charge:R:1
N 1.875638 -0.009507 -0.092759 -0.037 0.084 -0.046 -0.82
C 0.649135 -0.300252 0.419125 -0.173 0.016 -0.114 0.79
O 0.473733 -0.909954 1.457305 -0.090 0.417 -0.681 -0.62
N -0.442980 0.147658 -0.374137 -0.489 0.089 -0.200 -0.71
C -1.753188 -0.001711 -0.054311 -0.711 0.151 -0.166 0.53
O -2.502559 0.441570 -0.913093 -0.904 -0.391 0.767 -0.61
H 2.676293 -0.197941 0.493632 -0.251 0.025 -0.117 0.41
H 1.973934 0.654455 -0.841677 0.006 -0.061 0.053 0.40
H -0.723985 0.609077 -1.294196 2.567 -0.315 0.551 0.45
H -2.055836 -0.462276 0.888925 0.080 -0.015 -0.047 0.17
```
Forces are in eV/Å.

=====

Entry 2:
# C38H39BCaN12O2S2

C38H39BCaN12O2S2 as an isolated structure (the ωB97M-V functional and the def2-TZVPD basis, the Open Molecules 2025 dataset).

## Properties
Calculated total energy = -102798.9756 eV
HOMO level (alpha / beta) = -10.88 / -10.88 eV
Net charge = +1
Spin multiplicity = 2
Energy relative to the best compared isomer or geometry (same formula, charge and spin) = 4.370 eV
Orbital gap (alpha / beta) = 7.9 / 6.1 eV

```
95
Properties=species:S:1:pos:R:3:forces:R:3:mulliken_spin:R:1
Ca 0.155169 0.412929 -0.186498 -0.410 -0.244 0.036 0.00
C 3.856517 -0.038842 1.273169 -0.042 -0.027 -0.010 0.00
C 3.046047 -1.171226 0.732068 -0.033 -0.058 -0.020 0.00
C 3.072304 -2.517799 1.119064 0.031 -0.006 0.017 0.00
C 2.165961 -3.142122 0.291517 0.056 0.092 0.083 0.00
N 1.639275 -2.219749 -0.530166 -0.007 -0.129 -0.023 0.00
N 2.172634 -0.993862 -0.260179 -0.014 0.150 0.009 0.00
B 0.621873 -2.455315 -1.674310 0.149 -0.016 -0.082 0.00
N -0.798956 -2.552694 -1.059208 0.005 -0.044 -0.068 0.00
C -1.537000 -3.654202 -0.834721 -0.146 0.043 0.042 0.00
C -2.617305 -3.299374 -0.054843 -0.019 -0.025 0.046 0.00
C -2.453604 -1.930676 0.188124 0.018 0.051 -0.043 0.00
C -3.323118 -1.000033 0.970947 0.046 -0.023 -0.052 0.00
N -1.348833 -1.493439 -0.415768 0.239 0.069 0.080 0.00
N 0.782664 -1.294711 -2.722451 0.023 -0.088 0.129 0.00
C 1.491505 -1.457380 -3.851523 -0.011 0.055 -0.104 0.00
C 1.525143 -0.258327 -4.523282 -0.022 0.046 -0.005 0.00
C 0.804951 0.624263 -3.714598 0.001 -0.072 -0.022 0.01
C 0.508895 2.054700 -4.043720 0.015 -0.055 0.024 -0.03
N 0.369605 0.003387 -2.610801 0.100 -0.045 -0.051 0.00
N 0.913873 -3.755759 -2.406772 -0.012 0.040 0.109 0.00
C 0.143400 -4.321532 -3.372120 0.021 -0.012 -0.031 0.00
C 0.888525 -5.283097 -3.997375 0.016 0.004 -0.026 0.00
C 2.148092 -5.232662 -3.353493 0.027 -0.066 0.030 0.00
C 3.358360 -6.066729 -3.621200 -0.027 0.033 0.006 0.00
N 2.156857 -4.309934 -2.408143 -0.048 0.045 -0.070 0.00
H 4.917197 -0.204242 1.080558 0.002 0.006 -0.006 0.00
H 3.728294 0.058161 2.352270 0.014 0.006 0.002 0.00
H 3.567508 0.902881 0.806956 0.012 -0.007 0.027 0.00
H 3.691549 -2.973667 1.873050 -0.011 0.004 -0.006 0.00
H 1.896911 -4.181298 0.214084 -0.023 0.006 -0.054 0.00
H -1.257702 -4.616635 -1.227347 0.036 0.041 -0.019 0.00
H -3.409073 -3.940570 0.293008 0.005 0.013 0.001 0.00
H -3.977694 -1.556685 1.638479 0.001 0.003 0.010 0.00
H -3.946063 -0.401803 0.305126 -0.017 0.008 0.012 0.00
H -2.723561 -0.311996 1.569972 -0.015 0.009 0.009 0.00
H 1.924839 -2.405838 -4.121945 -0.048 -0.030 0.062 0.00
H 1.977445 -0.054497 -5.478894 -0.004 0.003 0.014 0.00
H 0.616371 2.200533 -5.117411 -0.002 0.027 0.005 0.00
H 1.205203 2.743579 -3.557400 0.013 0.021 0.008 0.00
H -0.511387 2.329346 -3.776840 0.001 0.009 -0.006 0.03
H -0.867570 -3.990745 -3.551284 0.025 0.011 0.000 0.00
H 0.581260 -5.934459 -4.798312 -0.001 0.011 0.009 0.00
H 3.144766 -7.126003 -3.475588 0.001 -0.002 0.001 0.00
H 4.162789 -5.777982 -2.947762 -0.002 0.002 0.000 0.00
H 3.700851 -5.937473 -4.648662 0.002 -0.011 0.003 0.00
C 5.687418 4.450393 -3.525581 -0.026 -0.001 0.032 0.00
C 4.522149 4.264375 -2.595773 0.055 0.022 -0.045 0.00
C 4.078393 2.981597 -2.270522 0.003 -0.052 -0.005 0.00
C 3.030743 2.792231 -1.389610 -0.009 0.099 -0.004 0.00
C 2.414748 3.910881 -0.832108 0.081 0.024 -0.024 0.01
C 2.834457 5.200898 -1.135296 0.031 -0.108 -0.064 0.00
C 3.889911 5.363783 -2.018436 -0.035 0.042 0.025 0.00
S 1.056614 3.704128 0.260344 -0.041 0.231 0.245 0.01
O 0.829734 4.937418 0.972605 0.019 -0.093 -0.108 0.00
O -1.274523 2.633349 -0.218519 -0.003 0.070 0.012 0.02
N 1.151956 2.359725 0.978673 -0.001 -0.112 0.112 0.00
C 1.522670 2.214359 2.342452 -0.124 0.001 -0.069 0.00
C 2.233783 3.137565 3.062833 0.072 -0.002 -0.125 0.00
C 2.547770 2.916430 4.419137 0.005 -0.014 0.040 0.00
C 2.156324 1.774172 5.050276 0.015 0.002 0.016 0.00
C 1.424468 0.796582 4.337318 0.003 -0.061 -0.052 0.00
C 1.005829 -0.420475 4.922879 0.018 0.018 0.048 0.00
C 0.318770 -1.333147 4.180973 -0.017 -0.043 0.015 0.00
C 0.033062 -1.030917 2.837881 0.027 0.019 -0.014 0.00
N 0.394583 0.090187 2.255972 -0.005 0.002 0.022 0.00
C 1.097960 1.010318 2.982942 -0.049 0.025 -0.134 0.00
H 5.727149 3.657432 -4.270891 0.002 0.007 -0.002 0.00
H 6.622244 4.421007 -2.961981 0.000 -0.001 -0.006 0.00
H 5.639325 5.410604 -4.036349 -0.001 -0.003 -0.001 0.00
H 4.565116 2.118937 -2.709457 -0.011 0.005 0.005 0.00
H 2.714322 1.787045 -1.132609 -0.012 0.010 -0.027 0.00
H 2.352140 6.049514 -0.668998 0.015 0.013 0.004 0.00
H 4.233082 6.362668 -2.257652 0.005 -0.007 -0.003 0.00
H 2.559030 4.052509 2.586983 0.014 0.014 0.047 0.00
H 3.108162 3.669269 4.956724 0.000 0.008 -0.015 0.00
H 2.398714 1.598526 6.090479 -0.006 -0.001 -0.008 0.00
H 1.243584 -0.616266 5.961561 0.006 0.019 -0.004 0.00
H -0.006235 -2.274205 4.601169 -0.005 0.000 -0.018 0.00
H -0.508527 -1.743745 2.223572 -0.006 0.008 -0.009 0.00
N -1.663797 6.970762 -2.934787 0.040 0.017 -0.021 0.00
C -2.575189 6.049920 -2.586179 -0.200 0.035 0.021 0.01
S -4.191648 6.324099 -2.569832 0.145 -0.055 0.002 -0.02
C -2.015322 4.731989 -2.135361 -0.035 -0.006 -0.040 -0.04
C -2.736538 3.571953 -2.509274 0.006 -0.045 0.036 0.34
C -2.581354 2.230738 -2.062164 -0.077 0.009 -0.044 0.03
N -1.980013 1.718426 -1.037160 0.106 0.112 -0.009 0.29
C -0.321693 3.420768 -0.920209 -0.019 -0.054 0.088 0.04
C -0.875097 4.713847 -1.396398 0.081 -0.005 0.071 0.25
H -1.991099 7.876581 -3.229089 0.003 0.002 -0.004 0.00
H -0.701865 6.730261 -3.102765 -0.008 -0.012 0.004 0.00
H -3.528092 3.723224 -3.230961 -0.009 -0.021 0.005 -0.01
H -3.109324 1.465100 -2.622364 0.007 -0.007 -0.003 0.00
H 0.098413 2.827516 -1.740348 0.004 0.038 -0.044 0.03
H -0.395474 5.631398 -1.079648 -0.014 0.002 -0.023 0.03
```
Forces are in eV/Å.

=====

- Which of these has the highest energy relative to the best compared isomer or geometry (same formula, charge and spin)?
  C38H39BCaN12O2S2

=====

- What is the calculated total energy in the first record?
  -9214.2793 eV

=====

- Which value of energy relative to the best compared isomer or geometry (same formula, charge and spin) does entry 2 give?
  4.370 eV